# C47H35CrN2O3S

A structure of composition C47H35CrN2O3S (ωB97M-V/def2-TZVPD, the Open Molecules 2025 dataset).

```
! wB97M-V def2-TZVPD RIJCOSX def2/J DEFGRID3
* xyz 2 4
C -4.85233 -3.08683 1.90224
C -5.05473 -2.83226 3.25956
C -4.17615 -1.99830 3.95613
C -3.08709 -1.43613 3.29167
C -2.12928 -0.53230 4.05021
C -2.36867 0.93851 3.65703
C -1.40079 1.90447 3.94698
C -1.41364 3.16458 3.34644
C -2.43103 3.48428 2.44102
C -3.45431 2.56174 2.20467
C -3.46810 1.33160 2.87188
C -0.64748 -0.85722 3.77894
C -0.18677 -2.25022 3.42987
C 1.22242 -2.15688 2.88235
N 1.99243 -1.12433 3.60004
C 3.25905 -0.68052 3.19506
C 3.72481 0.37486 3.98958
C 4.88964 1.05734 3.63176
C 5.63689 0.60700 2.53379
C 5.17124 -0.46732 1.75585
C 3.94664 -1.09144 2.05724
S 2.63128 0.69366 5.31756
C 1.43456 -0.39380 4.61527
N 0.15932 -0.39763 4.90436
C -2.90732 -1.64018 1.92397
C -3.78975 -2.47407 1.22676
H -5.52739 -3.76661 1.37488
H -5.90604 -3.28025 3.77546
H -4.28524 -1.77231 5.02038
H -2.33297 -0.65025 5.12105
H -0.59795 1.65808 4.63858
H -0.61405 3.87264 3.56813
H -2.42649 4.44196 1.91529
H -4.24326 2.77546 1.47817
H -4.30626 0.64085 2.72875
H -0.40342 -0.26616 2.86708
H -0.23216 -2.89834 4.30943
H -0.83664 -2.69805 2.67968
H 1.74713 -3.11344 2.97052
H 1.20574 -1.89197 1.81649
H 5.18807 1.92893 4.20982
H 6.58702 1.08715 2.28832
H 5.75014 -0.82612 0.90384
H 3.50936 -1.86517 1.42026
H -2.08809 -1.12469 1.41077
H -3.63512 -2.64110 0.16196
O -5.20579 -6.16760 3.49987
C -4.94033 -5.83493 4.59024
Cr -4.31884 -5.40629 6.31804
C -2.64490 -5.01720 5.58439
O -1.56640 -4.84803 5.15797
C -3.55998 -7.14049 6.31507
O -2.99092 -8.14885 6.17764
C -6.02597 -5.72607 7.60045
C -6.31824 -4.63461 6.77106
C -5.38773 -3.59861 6.63826
C -4.21514 -3.54150 7.42604
C -3.22968 -2.50628 7.15894
C -2.29620 -1.70359 7.12954
C -1.13039 -0.93476 7.29100
C 0.05556 -1.65097 7.76546
C -0.03359 -3.07364 7.87358
C 0.79880 -3.80186 8.72251
C 1.86346 -3.14855 9.36973
C 2.09427 -1.78902 9.11689
C 1.19118 -1.04586 8.35309
C -1.32386 0.51047 7.31650
C -2.62727 1.03614 7.50102
C -2.87025 2.40985 7.48371
C -1.80142 3.30954 7.40203
C -0.49551 2.81616 7.30195
C -0.29069 1.44548 7.12364
C -3.94117 -4.65915 8.26358
C -4.83992 -5.73065 8.36258
H -6.69742 -6.58735 7.63018
H -7.23895 -4.58930 6.18086
H -5.57037 -2.82129 5.89868
H -0.85584 -3.58904 7.37658
H 0.60417 -4.86571 8.89454
H 2.49717 -3.69960 10.06450
H 2.96176 -1.28611 9.56105
H 1.32053 0.03549 8.29086
H -3.45348 0.34340 7.66749
H -3.89728 2.78123 7.54812
H -1.98182 4.38969 7.41880
H 0.35839 3.49780 7.33126
H 0.67861 1.07937 6.79194
H -2.97679 -4.71404 8.77970
H -4.60728 -6.59378 8.99675
*
```

LUMO (spin up / spin down): -5.13 / -8.27 eV
maximum force: 5.67 eV/A
Kohn-Sham gap (spin up / spin down): 6.53 / 4.75 eV

# C6H2CsO4

A structure of composition C6H2CsO4 (ωB97M-V/def2-TZVPD, the Open Molecules 2025 dataset).

```
! wB97M-V def2-TZVPD RIJCOSX def2/J DEFGRID3
* xyz -1 1
Cs -11.29932 3.48058 -4.99503
C -11.30186 3.31682 -11.17698
C -11.06897 2.26405 -10.20546
C -10.66735 2.69527 -8.76960
O -10.60928 1.81271 -7.88294
C -10.51782 4.09006 -8.46754
C -10.67256 5.05857 -9.43377
C -11.15036 4.67212 -10.83028
O -11.41152 5.56047 -11.67994
O -10.36513 6.25394 -9.13829
O -11.24403 1.06642 -10.43883
H -11.73428 2.95714 -12.09717
H -10.07826 4.34879 -7.51420
*
```

LUMO: 0.66 eV
ΔE to the lowest compared entry with this formula, charge and spin: 0.0 kcal per mole
maximum force: 3.25 eV/A
Kohn-Sham gap: 3.09 eV

# C18H18N6S3

An isolated molecule of C18H18N6S3 (ωB97M-V/def2-TZVPD, the Open Molecules 2025 dataset).

```
! wB97M-V def2-TZVPD RIJCOSX def2/J DEFGRID3
* xyz 0 1
C 4.12419 -1.63604 2.25703
C 3.32687 -0.40634 1.81429
C 3.86521 0.50081 0.86465
C 3.26516 1.75924 0.53955
C 3.74495 2.79398 -0.44550
N 1.95492 1.82007 1.17962
N 1.00118 2.69527 0.98950
C -0.15121 2.28872 1.59313
S -1.45414 3.42128 2.04317
C -2.78786 2.39269 2.74410
C -2.98494 1.20649 1.97492
N -3.53887 0.11968 2.53578
N -3.96636 -0.77516 1.56863
C -3.60503 -0.50242 0.30724
S -4.37077 -1.53980 -0.92150
C -3.04259 -2.75396 -1.35991
C -1.69306 -2.02461 -1.69991
C -0.83709 -1.78392 -0.61505
C 0.37744 -1.04145 -0.81718
C 0.59781 -0.51704 -2.09432
C -0.26639 -0.63938 -3.07366
C -1.45784 -1.43458 -2.88754
C -2.52879 -1.39288 -3.94986
S -2.85459 0.98520 0.24434
N 0.13426 1.03562 2.19834
C 1.41543 0.89669 2.01076
N 2.17701 -0.20672 2.44238
H 3.50878 -2.53880 2.36339
H 4.54747 -1.49174 3.24553
H 4.89896 -1.75532 1.51371
H 4.76175 0.21280 0.40945
H 4.78915 2.73311 -0.81399
H 3.15537 2.74891 -1.38783
H 3.69924 3.75283 0.07422
H -2.64233 2.07699 3.78845
H -3.73914 2.89969 2.75257
H -3.36712 -3.32862 -2.18014
H -2.91397 -3.41972 -0.55066
H -0.97063 -2.15813 0.38767
H 1.17944 -0.81815 -0.10666
H 1.49442 0.01290 -2.32223
H -0.18500 -0.11268 -4.08061
H -3.52959 -1.07194 -3.48398
H -2.72419 -2.34043 -4.31631
H -2.40749 -0.66314 -4.73558
*
```

SMILES: Cc1cc(C)n2nc(SCc3nnc(SCc4ccccc4C)s3)nc2n1
LUMO: -0.37 eV
ΔE to the lowest compared entry with this formula, charge and spin: 38.6 kcal per mole
maximum force: 5.46 eV/A
Kohn-Sham gap: 8.41 eV

# C9H30O9

A cluster of 7 separate species, C9H30O9 in total (ωB97M-V/def2-TZVPD, the Open Molecules 2025 dataset).

```
! wB97M-V def2-TZVPD RIJCOSX def2/J DEFGRID3
* xyz 0 1
C 5.19933 -6.87923 2.74453
O 3.78031 -6.77596 2.74646
C 3.04210 -6.72167 1.59453
O 3.48689 -6.66455 0.44923
O 1.84217 -6.37996 1.91485
C 0.78075 -5.99639 0.97787
H 5.58176 -7.61653 3.45038
H 5.53183 -5.88262 3.03492
H 5.67055 -6.93219 1.76307
H 0.81146 -6.75748 0.19817
H 1.00794 -4.99783 0.60454
H -0.13555 -5.96256 1.56722
C -3.69835 -3.63324 -1.54808
O -3.28456 -2.46477 -0.76915
H -2.93069 -4.40448 -1.48499
H -4.50533 -4.12563 -1.00545
H -3.88100 -3.52059 -2.61674
H -3.67379 -1.75353 -1.28319
C 0.18984 2.52299 5.07864
O -0.35739 3.23388 6.13882
H 1.26860 2.58976 5.21981
H -0.20315 1.50685 5.04520
H -0.17476 2.95382 4.14613
H -1.18516 2.83312 6.41411
C 1.14837 5.87751 -3.89568
O 0.76427 4.75507 -3.16642
H 1.00649 5.76641 -4.97068
H 0.44365 6.67680 -3.66629
H 2.17161 6.14107 -3.62810
H 1.16341 4.00130 -3.60701
C -0.30444 5.87038 1.20062
O -1.23981 5.47841 0.27140
H -0.85145 5.96341 2.13882
H 0.42702 5.07051 1.08550
H 0.09369 6.87993 1.09871
H -0.81854 5.01410 -0.45559
C 0.15515 0.95465 -0.20627
O 0.15622 -0.42189 -0.10909
H 0.02855 1.38736 0.78612
H 1.00370 1.46534 -0.66153
H -0.80193 1.17804 -0.67766
H -0.72704 -0.64582 -0.41124
C -3.23353 1.99117 -4.20380
O -2.86522 0.71983 -4.08325
H -2.60369 2.46981 -4.95368
H -4.27076 2.17838 -4.48166
H -2.98227 2.44470 -3.24500
H -2.02723 0.61231 -4.53911
*
```

SMILES: COC(=O)OC.CO.CO.CO.CO.CO.CO
LUMO: 0.25 eV
ΔE to the lowest compared entry with this formula, charge and spin: 59.1 kcal per mole
maximum force: 4.38 eV/A
Kohn-Sham gap: 10.27 eV

# C2H5NO2

An isolated molecule of C2H5NO2 (ωB97M-V/def2-TZVPD, the Open Molecules 2025 dataset).

```
! wB97M-V def2-TZVPD RIJCOSX def2/J DEFGRID3
* xyz 0 1
C -1.47265 -0.56274 0.08024
O -0.58706 0.42247 -0.56899
N 0.50609 0.90094 0.12696
C 1.68706 0.10569 -0.05662
O 1.61668 -1.09604 -0.22249
H -2.28033 -0.69155 -0.62360
H -1.81670 -0.15524 1.08658
H -0.95151 -1.53258 0.18833
H 0.69844 1.90689 -0.25113
H 2.59998 0.70215 0.24072
*
```

SMILES: CONC=O
LUMO: 0.89 eV
ΔE to the lowest compared entry with this formula, charge and spin: 69.7 kcal per mole
maximum force: 2.63 eV/A
Kohn-Sham gap: 10.56 eV